C22H27FN3O | ωB97M-V with the def2-TZVPD basis set

Properties
* E_HOMO: -11.0663 eV
* SMILES: O=C(CCN1CC[NH+](C/C=C/c2ccccc2)CC1)Nc1ccccc1F
* molecular weight: 368.476 g mol⁻¹
* relative energy (zero: lowest compared OMol25 entry of this formula, charge and spin): 0.000 eV
* Kohn-Sham gap: 0.3321 hartree

ORCA input file:
```
! wB97M-V def2-TZVPD RIJCOSX def2/J DEFGRID3
* xyz 1 1
C -0.671 5.098 0.051
C -2.043 -0.255 -2.461
N -0.749 -1.927 1.086
H -1.186 4.377 -1.897
H -3.923 -1.329 0.621
H 2.614 1.776 -0.366
H -2.081 -3.973 -1.108
H 0.298 -2.644 2.766
N -1.864 1.895 -1.355
C -2.102 -1.879 1.672
H 0.069 -0.882 2.692
H -0.965 -2.813 -1.853
H -2.392 2.254 -2.138
O -0.628 0.181 -0.576
H -0.686 -1.111 0.405
H -3.913 -0.706 -1.472
N -2.436 -1.920 -0.706
F -1.724 1.373 1.422
H -0.853 -4.011 0.881
C -0.899 3.530 1.848
C -0.557 4.792 1.397
H 4.302 -2.000 0.730
C -0.603 -3.143 0.267
C -1.434 2.858 -0.417
C -1.437 0.616 -1.385
C 1.664 -1.608 1.469
H 4.698 2.362 -1.532
H 1.350 0.384 0.961
H 0.436 -3.225 -0.052
C -3.040 -1.256 -1.827
H 2.308 -2.473 1.462
H -3.374 -1.957 -2.604
H -2.558 0.333 -3.219
H 6.581 0.768 -1.571
H -2.230 -0.904 2.143
H -2.192 -2.656 2.433
C 3.438 1.076 -0.383
C -3.137 -2.077 0.538
C 3.299 -0.157 0.260
H 6.369 -1.410 -0.435
H -0.420 6.085 -0.303
H -0.214 5.536 2.098
H -0.843 3.271 2.894
C 5.665 0.511 -1.062
C 2.044 -0.447 0.930
C 5.544 -0.714 -0.424
H -3.605 -3.071 0.620
C -1.342 2.583 0.944
C 0.318 -1.772 2.109
C 4.607 1.405 -1.040
C -1.104 4.140 -0.847
H -1.232 -0.808 -2.938
C 4.374 -1.048 0.229
C -1.542 -3.023 -0.953
*
```